{"formula": "C15H32CuNO2P2", "method": "ωB97M-V/def2-TZVPD", "lumo_ha": [-0.090, -0.190], "charge": 1, "orbital_gap_ev": [7.632, 3.967], "s_squared": 0.7697, "multiplicity": 2, "homo_ha": [-0.3704, -0.3356], "species": ["Cu", "P", "C", "C", "N", "C", "C", "C", "C", "C", "P", "H", "H", "H", "H", "H", "H", "H", "H", "O", "H", "H", "O", "H", "C", "H", "H", "H", "C", "H", "H", "H", "C", "H", "H", "H", "C", "H", "H", "H", "C", "C", "C", "C", "H", "H", "H", "H", "H", "H", "H", "H", "H"], "xyz": [[-0.172, 0.097, 0.404], [-2.267, -0.021, -0.084], [-2.187, 0.427, -1.795], [-0.961, 0.937, -2.274], [0.140, 0.775, -1.451], [1.373, 1.058, -1.870], [1.590, 1.759, -3.054], [0.499, 2.028, -3.876], [-0.763, 1.582, -3.522], [2.558, 0.629, -1.018], [2.309, -0.894, -0.030], [-1.637, 1.737, -4.150], [2.616, 2.030, -3.304], [0.655, 2.568, -4.806], [3.423, 0.439, -1.675], [2.865, 1.435, -0.330], [-2.062, -1.492, -3.028], [-3.060, 0.481, -2.442], [-1.070, -3.154, -1.930], [-1.932, -2.457, -3.139], [-2.234, -2.668, -4.035], [0.971, -1.251, 0.468], [-0.571, -3.198, -1.067], [0.219, -3.725, -1.283], [2.698, -2.293, -1.082], [3.725, -2.233, -1.459], [2.586, -3.205, -0.483], [1.999, -2.324, -1.927], [3.377, -0.802, 1.417], [3.234, -1.724, 2.004], [4.433, -0.722, 1.105], [3.112, 0.073, 2.034], [-3.171, 1.295, 0.791], [-4.195, 1.371, 0.406], [-3.183, 1.064, 1.865], [-2.648, 2.247, 0.636], [-3.303, -1.500, 0.062], [-3.458, -1.688, 1.136], [-4.278, -1.346, -0.427], [-2.777, -2.358, -0.381], [0.518, -0.160, 3.757], [-0.256, 1.001, 3.129], [-0.285, 2.208, 4.074], [0.325, 1.383, 1.777], [1.581, 0.081, 3.880], [0.461, -1.065, 3.144], [0.116, -0.407, 4.746], [-1.298, 0.665, 2.977], [0.723, 2.621, 4.208], [-0.924, 2.997, 3.664], [-0.689, 1.927, 5.054], [-0.142, 2.293, 1.381], [1.417, 1.476, 1.802]], "atomic_forces_ev_per_a": [[0.3276, -0.0827, -0.0175], [-0.8277, -0.4890, -0.0062], [-0.0840, 0.3939, 0.1466], [1.2304, 0.3752, 0.1604], [0.5739, -0.5953, -1.4326], [-0.7086, 0.5231, -0.2427], [0.5139, -0.2920, 0.1202], [-0.1547, 0.0136, 0.0054], [-0.2062, -0.0545, 0.2686], [-0.2117, 0.3613, 0.1262], [-0.7315, 0.1572, 0.2731], [0.2884, 0.0248, -0.0344], [-0.3711, 0.0063, -0.2152], [-0.0929, -0.0926, 0.1032], [-0.2028, -0.0653, 0.2261], [-0.2436, -0.2961, -0.0753], [0.1314, -0.5429, 0.0766], [0.0579, -0.2446, 0.0252], [0.4529, 0.1020, 0.8715], [-0.4621, 0.6377, -0.7855], [0.0844, -0.0158, 0.3244], [0.8273, 0.0779, -0.3621], [0.5308, -0.3385, -0.6779], [-0.6047, 0.1354, 0.2247], [0.2966, -0.2854, -0.0558], [-0.1841, 0.0035, 0.0875], [0.0283, 0.1337, -0.1799], [0.1071, 0.0991, 0.2459], [0.2079, -0.1500, 0.0818], [0.1081, 0.3619, -0.1352], [-0.4268, -0.0635, 0.0833], [-0.0063, -0.4085, -0.3253], [-0.1278, 0.0994, 0.0700], [0.1764, 0.0419, 0.1435], [-0.0663, 0.1079, -0.2999], [-0.1382, -0.2152, 0.0704], [-0.4038, 0.0086, -0.0339], [-0.0281, -0.0285, -0.3340], [0.2545, -0.1661, 0.1961], [-0.2102, 0.3197, 0.1845], [-0.1630, -0.0395, 0.1385], [0.2005, 0.2424, 0.1862], [-0.1307, -0.0918, 0.1670], [-0.2016, -0.3943, 0.2654], [-0.1016, 0.1290, 0.0514], [-0.0760, 0.0242, -0.0459], [0.1252, 0.0008, -0.1330], [0.2982, 0.0865, 0.1491], [-0.1701, -0.0888, 0.0103], [0.1243, -0.0566, 0.0421], [0.1015, 0.1124, -0.0601], [0.2797, 0.0885, 0.0863], [0.0093, 0.4294, 0.2411]]}

***

{"formula": "C15H32N2RuSeSi2", "method": "ωB97M-V/def2-TZVPD", "lumo_ha": [-0.210, -0.290], "charge": 2, "orbital_gap_ev": [8.814, 7.488], "s_squared": 6.0177, "multiplicity": 5, "homo_ha": [-0.5337, -0.5651], "species": ["Ru", "N", "C", "C", "C", "C", "N", "H", "H", "H", "H", "H", "H", "H", "H", "H", "H", "H", "H", "C", "Si", "C", "C", "Se", "H", "H", "H", "H", "H", "H", "H", "H", "H", "C", "Si", "C", "C", "C", "C", "C", "C", "C", "H", "H", "H", "H", "H", "H", "H", "H", "H", "H", "H"], "xyz": [[-3.920, 0.249, 13.707], [-4.454, 2.354, 13.930], [-5.488, 2.693, 14.929], [-5.186, 2.241, 16.369], [-6.004, 1.003, 16.925], [-5.866, -0.293, 16.106], [-4.424, -0.614, 15.852], [-3.553, 2.838, 14.127], [-4.830, 2.589, 13.008], [-6.484, 2.411, 14.576], [-5.482, 3.734, 15.037], [-5.444, 3.030, 17.078], [-4.086, 2.081, 16.482], [-7.077, 1.236, 16.941], [-5.700, 0.858, 17.985], [-6.414, -0.220, 15.144], [-6.349, -1.143, 16.654], [-4.279, -1.606, 15.774], [-3.873, -0.342, 16.629], [-7.627, -3.139, 13.209], [-7.795, -1.854, 11.861], [-7.614, -2.601, 10.196], [-9.129, -0.557, 11.970], [-5.972, -0.303, 12.280], [-8.503, -3.717, 13.254], [-7.483, -2.699, 14.191], [-6.848, -3.822, 12.925], [-8.481, -3.310, 10.208], [-6.680, -3.201, 10.117], [-7.717, -1.940, 9.348], [-9.215, -0.121, 12.968], [-10.129, -0.956, 11.720], [-8.902, 0.150, 11.169], [-4.910, -0.799, 9.195], [-4.858, 0.424, 10.557], [-5.354, 2.229, 10.283], [-3.155, 0.322, 11.401], [-2.807, -0.936, 12.054], [-1.556, -1.005, 12.643], [-0.586, -0.033, 12.453], [-0.942, 1.238, 11.902], [-2.282, 1.401, 11.475], [-4.489, -1.699, 9.630], [-4.209, -0.467, 8.436], [-5.821, -0.975, 8.640], [-4.802, 2.881, 9.611], [-5.479, 2.756, 11.248], [-6.337, 2.097, 9.795], [-3.440, -1.800, 12.037], [-1.272, -1.925, 13.138], [0.404, -0.136, 12.944], [-0.286, 2.052, 11.980], [-2.562, 2.393, 11.131]], "atomic_forces_ev_per_a": [[-0.0055, -0.4418, 0.9053], [0.5542, -0.1768, 0.1092], [-0.0794, -0.3291, 1.1307], [-0.2606, -1.5022, 0.5395], [0.5833, 0.2249, -0.4308], [-0.4464, -0.5287, 0.6464], [-0.8323, 0.1433, -1.7199], [-1.0905, -0.0403, -0.3939], [0.5677, 0.3136, 0.2420], [0.2809, -0.2758, -0.0509], [-0.2616, 1.7561, -0.3664], [0.1705, 0.2000, -0.3192], [-0.6706, 0.0434, -0.0383], [0.2768, 0.1610, 0.0402], [-0.1440, -0.0994, -0.6677], [0.4943, 0.0874, 0.4487], [0.4120, 0.7235, -0.3075], [-0.1546, -0.4839, -0.0323], [0.6752, 0.5145, 0.9004], [0.5527, 1.3218, -0.5171], [-0.2413, 0.3781, 0.4583], [0.0872, -1.0899, 0.3200], [-0.5851, -0.8610, -0.2711], [-1.5588, -0.7626, 1.5466], [-1.4288, -0.7508, 0.0344], [0.2420, -0.0294, 0.1424], [0.6484, -0.2535, 0.1456], [0.5963, 0.3179, -0.3016], [-0.6886, 0.3472, -0.0590], [-0.0763, 0.1350, -0.1331], [0.1927, 0.2800, -0.2563], [0.3750, -0.0706, 0.1147], [-0.0216, 0.3742, 0.3586], [0.5014, 0.4827, -0.4603], [0.9951, 1.2803, -1.0776], [-0.4962, -0.5933, -0.0127], [-0.7150, -1.1690, 0.2993], [0.4788, 2.0262, -0.8892], [0.8826, -1.0998, -0.2189], [0.4584, 2.2044, 0.6772], [-1.6076, -2.7109, 1.0201], [1.5257, 0.1640, -0.1963], [-0.1551, -0.4539, -0.1325], [0.3691, 0.0678, -0.1843], [-0.3454, -0.1209, 0.2992], [0.3926, -0.2230, -0.0441], [-0.2098, -0.2202, -0.5880], [0.0560, 0.3898, 0.4179], [-0.2933, -0.2915, -0.1800], [0.0355, -0.0023, 0.1145], [-0.7172, -0.0966, -0.6496], [0.8998, 0.9255, -0.2583], [-0.2186, -0.1850, -0.1546]]}